1.
Here is 7 unconnected molecules or ions with the total composition CH14O7 from the OMol25 dataset. Energies are from ωB97M-V with the def2-TZVPD basis set.

Last column: Mulliken charge in e.
Positions of all 22 atoms, in Å:
O (-0.399, 1.860, -1.263)  -0.43
C (-1.398, 2.395, -1.692)  -0.99
H (-2.209, 2.769, -1.048)  0.25
H (-1.579, 2.589, -2.709)  0.13
H (1.216, -0.457, 2.186)  0.39
H (1.056, -1.185, 3.626)  0.25
O (0.807, -1.074, 2.790)  -0.60
H (1.013, 1.024, -2.145)  0.43
H (0.947, 0.320, -3.265)  0.27
O (1.600, 0.606, -2.694)  -0.65
H (-1.534, -1.961, 1.834)  0.33
H (-2.335, -3.203, 1.754)  0.30
O (-2.365, -2.255, 1.435)  -0.64
H (4.275, -2.403, -0.072)  0.34
H (3.995, -1.107, 0.762)  0.34
O (4.698, -1.721, 0.635)  -0.68
H (-3.860, -0.079, -1.492)  0.28
H (-3.028, 0.004, -0.221)  0.30
O (-3.250, 0.426, -1.051)  -0.64
H (0.590, 1.050, 0.145)  0.42
H (0.650, 1.501, 1.521)  0.30
O (1.109, 0.903, 0.965)  -0.69

Frontier orbital gap (spin up / spin down) (eV): 2.59 / 6.85
Spin multiplicity: 2
Energy (Ha): -573.09028
Total charge: -1
⟨S²⟩: 0.752

---

2.
Here is 2 unconnected molecules or ions with the total composition C2H3Cl2N from the OMol25 dataset. Energies are from ωB97M-V with the def2-TZVPD basis set.

Last column: Mulliken charge in e.
Positions of all 8 atoms, in Å:
C (-0.563, 1.311, -0.651)  -0.58
C (0.281, -1.046, 0.246)  0.20
N (0.911, -1.714, 1.048)  -0.39
Cl (-0.230, 2.446, 0.597)  -0.12
Cl (-0.751, -1.952, -0.870)  -0.14
H (-1.556, 1.344, -1.018)  0.36
H (0.327, 1.049, -1.165)  0.40
H (1.581, -1.439, 1.813)  0.27

Frontier orbital gap (spin up / spin down) (eV): 7.51 / 8.76
Energy (Ha): -1052.99306

---

3.
Here is 4 unconnected molecules or ions with the total composition C15H34Cl6NO5S from the OMol25 dataset. Energies are from ωB97M-V with the def2-TZVPD basis set.

Last column: Mulliken charge in e.
Positions of all 62 atoms, in Å:
C (-2.062, -4.259, 1.418)  -0.77
O (-2.573, -2.994, 0.983)  -0.41
C (-1.584, -2.124, 0.560)  -0.35
N (-2.266, -0.865, 0.155)  0.44
S (-3.639, -1.331, -0.904)  -0.07
C (-2.850, -0.174, 1.417)  -0.58
O (-2.018, 0.823, 1.833)  -0.16
C (-1.316, 0.657, 3.061)  -0.43
O (-0.031, 1.126, 2.850)  -0.38
C (1.017, 0.338, 3.403)  -0.33
C (1.313, -0.921, 2.598)  0.12
O (2.614, -1.320, 2.984)  -0.50
C (-1.273, 0.048, -0.532)  -0.68
C (-0.690, -0.467, -1.836)  0.25
C (-0.332, 0.735, -2.705)  -1.55
O (0.488, -1.211, -1.524)  -0.40
H (-2.440, -5.041, 0.763)  0.28
H (-2.400, -4.450, 2.433)  0.30
H (-0.972, -4.281, 1.404)  0.36
H (-0.879, -1.853, 1.355)  0.01
H (-1.015, -2.517, -0.283)  0.77
H (-3.848, -0.068, -1.302)  0.17
H (-3.813, 0.241, 1.127)  0.40
H (-3.022, -0.953, 2.160)  0.41
H (-1.316, -0.392, 3.374)  0.44
H (-1.809, 1.286, 3.803)  0.28
H (1.908, 0.960, 3.396)  0.15
H (0.781, 0.062, 4.433)  0.36
H (0.581, -1.700, 2.846)  0.12
H (1.271, -0.689, 1.529)  0.10
H (2.792, -2.194, 2.638)  0.33
H (-0.442, 0.172, 0.160)  0.17
H (-1.769, 1.003, -0.680)  0.22
H (-1.376, -1.093, -2.407)  0.61
H (-1.212, 1.292, -3.012)  0.39
H (0.193, 0.322, -3.562)  0.36
H (0.359, 1.362, -2.142)  0.31
H (0.591, -1.912, -2.177)  0.13
Cl (-3.465, 2.995, -1.345)  -0.12
C (-2.881, 4.691, -1.328)  -0.54
C (-2.098, 5.030, -2.568)  -0.46
Cl (-0.534, 4.175, -2.631)  -0.16
H (-2.289, 4.826, -0.427)  0.29
H (-3.767, 5.320, -1.268)  0.37
H (-1.880, 6.096, -2.581)  0.36
H (-2.654, 4.776, -3.467)  0.30
Cl (-0.451, -1.729, -5.063)  -0.15
C (1.060, -2.347, -5.787)  -0.54
C (1.371, -3.732, -5.284)  -0.39
Cl (1.774, -3.723, -3.542)  -0.19
H (1.853, -1.647, -5.539)  0.31
H (0.922, -2.360, -6.865)  0.39
H (2.234, -4.131, -5.812)  0.33
H (0.530, -4.405, -5.424)  0.31
Cl (4.006, 3.475, 4.717)  -0.18
C (5.169, 3.008, 3.447)  -0.50
C (5.673, 1.599, 3.627)  -0.17
Cl (6.698, 1.431, 5.073)  -0.18
H (5.984, 3.727, 3.468)  0.38
H (4.651, 3.091, 2.493)  0.28
H (6.281, 1.320, 2.768)  0.32
H (4.851, 0.893, 3.719)  0.05

Frontier orbital gap (eV): 9.42
Energy (Ha): -4181.92271
Total charge: +1

---

4.
Here is a molecular structure, C2H3Cl2O2S from the OMol25 dataset. Energies are from ωB97M-V with the def2-TZVPD basis set.

Last column: Mulliken charge in e.
Positions of all 10 atoms, in Å:
C (0.685, -1.683, -0.003)  -0.53
C (0.703, 1.763, 2.131)  -0.40
O (-0.557, -0.531, 2.208)  -0.60
O (-0.896, 0.894, 0.143)  -0.64
S (0.058, 0.223, 1.131)  0.89
Cl (1.285, -1.681, -1.599)  -0.22
Cl (1.787, 1.195, 3.426)  -0.24
H (1.453, -1.827, 0.638)  0.31
H (-0.145, -2.526, 0.091)  0.26
H (1.399, 2.372, 1.472)  0.17

Frontier orbital gap (spin up / spin down) (eV): 7.13 / 7.12
Energy (Ha): -1546.96854
Total charge: -1

---

5.
Here is 2 unconnected molecules or ions with the total composition C6H10O from the OMol25 dataset. Energies are from ωB97M-V with the def2-TZVPD basis set.

Last column: Mulliken charge in e.
Positions of all 17 atoms, in Å:
C (2.415, 0.245, -0.072)  -1.21
C (0.961, -0.041, 0.040)  0.54
C (0.365, -1.111, 0.633)  -0.63
C (-0.969, -1.268, 0.151)  -0.38
C (-1.376, 0.090, -0.365)  -0.40
C (-0.067, 0.870, -0.593)  -0.01
O (0.023, 2.186, -0.080)  -0.55
H (2.595, 1.306, 0.126)  0.30
H (2.758, 0.045, -1.096)  0.28
H (3.003, -0.371, 0.613)  0.37
H (0.901, -1.878, 1.189)  0.39
H (-3.617, -1.795, 0.714)  0.16
H (-2.933, -1.972, 0.447)  -0.19
H (-1.987, -0.011, -1.269)  0.27
H (-2.023, 0.601, 0.364)  0.36
H (0.110, 0.970, -1.670)  0.34
H (-0.158, 2.133, 0.869)  0.38

Frontier orbital gap (spin up / spin down) (eV): 7.67 / 7.67
Energy (Ha): -309.68785

---

6.
Here is a molecular structure, C10H15O7PSm from the OMol25 dataset. Energies are from ωB97M-V with the def2-TZVPD basis set.

Last column: Mulliken charge in e.
Positions of all 34 atoms, in Å:
Sm (0.271, -0.369, 1.162)  1.41
O (-0.989, 3.656, -1.161)  -0.06
C (-0.682, 2.624, -0.783)  0.11
C (2.416, -0.660, -0.331)  0.09
O (3.361, -0.666, -1.001)  0.01
C (-1.816, -0.941, -0.173)  0.20
O (-2.760, -1.270, -0.754)  -0.03
C (0.214, -0.222, -1.486)  0.05
O (0.150, -0.165, -2.637)  -0.01
C (-1.228, 2.981, 4.285)  -1.40
C (-0.142, 2.331, 3.460)  -0.10
O (-0.647, 1.025, 2.882)  -0.14
P (-1.872, 0.160, 3.777)  0.61
O (-1.033, -0.695, 4.847)  -0.15
C (0.035, -0.356, 5.810)  -0.05
C (1.336, -0.941, 5.341)  -0.81
O (0.310, -2.190, 2.050)  -0.35
C (0.259, -3.508, 2.559)  -0.07
C (1.407, -4.367, 2.085)  -1.14
H (-2.121, 3.188, 3.683)  0.43
H (-0.851, 3.937, 4.661)  0.39
H (-1.522, 2.393, 5.166)  0.46
H (0.150, 2.936, 2.596)  0.41
H (0.745, 2.039, 4.027)  0.30
H (0.068, 0.733, 5.934)  0.27
H (-0.275, -0.817, 6.753)  0.35
H (1.716, -0.411, 4.459)  0.14
H (2.095, -0.846, 6.129)  0.42
H (1.228, -2.004, 5.091)  0.19
H (0.246, -3.433, 3.652)  0.19
H (-0.690, -3.947, 2.234)  0.29
H (2.333, -4.114, 2.606)  0.30
H (1.190, -5.414, 2.300)  0.40
H (1.591, -4.266, 1.013)  0.31

Frontier orbital gap (spin up / spin down) (eV): 6.22 / 6.26
Spin multiplicity: 6
Energy (Ha): -1914.90737
Total charge: +3
⟨S²⟩: 8.768

---

7.
Here is C3H4ClI in the gas phase from the OMol25 dataset. Energies are from ωB97M-V with the def2-TZVPD basis set.

Last column: Mulliken charge in e.
Positions of all 9 atoms, in Å:
C (0.112, 0.451, -0.073)  -0.28
C (0.887, -0.797, -0.525)  -0.34
C (-1.090, 0.230, 0.912)  -0.69
Cl (2.369, -1.246, 0.200)  -0.14
I (-2.985, -0.311, -0.031)  0.03
H (0.920, 1.230, 0.181)  0.34
H (-0.124, 0.990, -1.048)  0.29
H (0.427, -1.791, -0.753)  0.32
H (-0.965, -0.401, 1.673)  0.46

Frontier orbital gap (spin up / spin down) (eV): 7.68 / 8.58
Energy (Ha): -874.43802

---

Repeat the sixth record exactly.
Here is a molecular structure, C10H15O7PSm from the OMol25 dataset. Energies are from ωB97M-V with the def2-TZVPD basis set.

Last column: Mulliken charge in e.
Positions of all 34 atoms, in Å:
Sm (0.271, -0.369, 1.162)  1.41
O (-0.989, 3.656, -1.161)  -0.06
C (-0.682, 2.624, -0.783)  0.11
C (2.416, -0.660, -0.331)  0.09
O (3.361, -0.666, -1.001)  0.01
C (-1.816, -0.941, -0.173)  0.20
O (-2.760, -1.270, -0.754)  -0.03
C (0.214, -0.222, -1.486)  0.05
O (0.150, -0.165, -2.637)  -0.01
C (-1.228, 2.981, 4.285)  -1.40
C (-0.142, 2.331, 3.460)  -0.10
O (-0.647, 1.025, 2.882)  -0.14
P (-1.872, 0.160, 3.777)  0.61
O (-1.033, -0.695, 4.847)  -0.15
C (0.035, -0.356, 5.810)  -0.05
C (1.336, -0.941, 5.341)  -0.81
O (0.310, -2.190, 2.050)  -0.35
C (0.259, -3.508, 2.559)  -0.07
C (1.407, -4.367, 2.085)  -1.14
H (-2.121, 3.188, 3.683)  0.43
H (-0.851, 3.937, 4.661)  0.39
H (-1.522, 2.393, 5.166)  0.46
H (0.150, 2.936, 2.596)  0.41
H (0.745, 2.039, 4.027)  0.30
H (0.068, 0.733, 5.934)  0.27
H (-0.275, -0.817, 6.753)  0.35
H (1.716, -0.411, 4.459)  0.14
H (2.095, -0.846, 6.129)  0.42
H (1.228, -2.004, 5.091)  0.19
H (0.246, -3.433, 3.652)  0.19
H (-0.690, -3.947, 2.234)  0.29
H (2.333, -4.114, 2.606)  0.30
H (1.190, -5.414, 2.300)  0.40
H (1.591, -4.266, 1.013)  0.31

Frontier orbital gap (spin up / spin down) (eV): 6.22 / 6.26
Spin multiplicity: 6
Energy (Ha): -1914.90737
Total charge: +3
⟨S²⟩: 8.768